i | Density functional theory data (wB97M-V/def2-TZVPD) for 8 unconnected molecules or ions with the total composition C22H60O8.

Last column: Mulliken charge in e.
Geometry (Å):
1 C 1.95 -3.07 2.47  -0.190
2 O 3.31 -3.13 2.66  -0.556
3 H 1.67 -2.05 2.22  -0.462
4 H 1.49 -3.26 3.35  0.522
5 H 1.76 -3.61 1.52  0.258
6 H 3.52 -2.21 2.85  0.304
7 C 0.46 0.41 6.97  -1.603
8 C 1.28 -0.38 5.96  0.557
9 C 0.72 -0.08 4.63  -0.170
10 O 2.51 -0.16 6.13  -0.523
11 H 0.73 0.16 8.00  0.416
12 H -0.59 0.25 6.92  0.383
13 H 0.73 1.47 7.00  0.376
14 H 1.06 -1.45 6.18  0.194
15 H -0.32 -0.49 4.66  0.190
16 H 1.29 -0.57 3.84  -0.269
17 H 0.70 0.98 4.44  0.196
18 H 3.04 -0.51 5.43  0.345
19 C -0.36 -1.95 -0.73  -1.117
20 C -1.31 -1.17 0.24  0.278
21 C -0.85 -1.18 1.67  -0.930
22 O -1.46 0.03 -0.06  -0.146
23 H -0.13 -2.92 -0.38  0.575
24 H 0.59 -1.41 -0.78  -0.121
25 H -0.72 -1.88 -1.74  0.316
26 H -2.24 -1.73 0.21  0.493
27 H 0.05 -0.67 1.88  -0.159
28 H -0.78 -2.21 1.99  0.413
29 H -1.62 -0.72 2.16  0.303
30 H -0.60 0.35 -0.33  -0.167
31 C 2.78 -2.70 -2.41  -0.413
32 C 4.08 -2.31 -3.15  0.255
33 C 4.23 -3.06 -4.45  -1.575
34 O 4.33 -1.15 -3.46  -0.476
35 H 2.89 -2.41 -1.33  -0.013
36 H 2.54 -3.76 -2.30  0.578
37 H 1.83 -2.32 -2.94  -0.141
38 H 4.89 -2.64 -2.44  0.415
39 H 4.00 -4.08 -4.36  0.436
40 H 5.24 -2.97 -4.82  0.353
41 H 3.46 -2.82 -5.21  0.298
42 H 4.70 -0.68 -2.71  0.344
43 C 1.17 2.28 1.37  -1.290
44 C 1.41 1.74 -0.03  0.542
45 C 2.27 0.46 0.13  -1.029
46 O 0.46 1.53 -0.79  -0.286
47 H 0.27 1.79 1.73  -0.006
48 H 0.79 3.27 1.10  0.424
49 H 1.95 2.08 2.07  0.456
50 H 2.13 2.43 -0.46  0.525
51 H 1.91 -0.41 0.78  -0.067
52 H 3.17 0.79 0.49  0.921
53 H 2.37 -0.07 -0.86  -0.302
54 H 0.00 2.31 -1.11  0.237
55 C -4.55 2.42 -2.19  -1.599
56 C -3.75 1.44 -3.07  0.823
57 C -3.47 2.03 -4.41  -1.573
58 O -2.64 1.10 -2.66  0.082
59 H -4.91 1.95 -1.29  0.380
60 H -5.44 2.63 -2.64  0.580
61 H -3.86 3.25 -1.93  0.262
62 H -4.27 0.47 -3.24  0.234
63 H -2.77 2.86 -4.34  0.335
64 H -4.40 2.56 -4.75  0.363
65 H -3.03 1.40 -5.14  0.409
66 H -2.69 0.86 -1.74  -0.112
67 C -3.01 2.20 2.07  -0.821
68 C -3.32 2.27 3.55  0.294
69 C -2.17 1.80 4.40  -0.727
70 O -3.62 3.43 3.98  -0.601
71 H -2.11 2.64 1.80  0.105
72 H -3.75 2.69 1.45  0.416
73 H -2.86 1.16 1.70  0.074
74 H -4.17 1.71 3.80  0.324
75 H -2.39 1.80 5.42  0.360
76 H -1.34 2.54 4.35  0.335
77 H -1.92 0.80 3.98  -0.136
78 H -2.85 4.00 4.07  0.389
79 C -0.60 -1.38 -5.46  -1.519
80 C -0.22 -0.01 -4.97  1.379
81 C 0.76 -0.05 -3.82  -0.362
82 O 0.01 0.91 -5.80  -0.613
83 H -0.51 -2.08 -4.57  0.234
84 H 0.12 -1.75 -6.25  0.333
85 H -1.51 -1.50 -5.95  0.473
86 H -1.15 0.27 -4.44  -0.304
87 H 1.66 -0.56 -4.27  0.381
88 H 0.34 -0.58 -3.02  -0.788
89 H 1.24 0.89 -3.47  0.318
90 H 0.50 1.64 -5.34  0.380

Values from the calculation:
Multiplicity: 1
SMILES: CC(C)O.CC(C)O.CC(C)O.CC(C)O.CC(C)O.CC(C)O.CC(C)O.CO

ii | Density functional theory data (wB97M-V/def2-TZVPD) for 8 unconnected molecules or ions with the total composition C22H60O8.

Last column: Mulliken charge in e.
Geometry (Å):
1 C -1.75 1.43 -2.30  0.150
2 O -1.49 1.88 -3.60  -0.619
3 H -0.93 0.86 -1.84  -0.213
4 H -2.66 0.89 -2.26  0.184
5 H -1.83 2.23 -1.47  0.162
6 H -1.38 1.12 -4.21  0.336
7 C 4.62 -1.47 3.46  -1.228
8 C 4.69 -1.77 2.01  0.680
9 C 3.74 -2.81 1.50  -1.395
10 O 4.42 -0.77 1.34  -0.429
11 H 4.45 -2.41 4.05  0.334
12 H 3.76 -0.84 3.68  0.217
13 H 5.57 -1.04 3.85  0.319
14 H 5.63 -2.15 1.77  0.441
15 H 2.73 -2.41 1.57  0.303
16 H 3.87 -3.71 2.08  0.483
17 H 3.92 -3.07 0.50  0.269
18 H 3.45 -0.69 1.25  0.022
19 C 3.53 6.15 -1.39  -1.444
20 C 3.81 4.63 -1.36  0.137
21 C 2.65 3.77 -0.78  -0.543
22 O 4.03 4.13 -2.44  -0.479
23 H 3.77 6.51 -0.42  0.350
24 H 2.51 6.35 -1.72  0.325
25 H 4.17 6.66 -2.13  0.402
26 H 4.76 4.50 -0.89  0.414
27 H 2.27 4.03 0.21  0.437
28 H 2.94 2.72 -0.60  -0.200
29 H 1.75 3.84 -1.48  0.210
30 H 4.79 4.56 -2.71  0.371
31 C -6.08 1.04 0.44  -1.305
32 C -4.93 0.61 -0.42  -0.013
33 C -3.58 0.58 0.44  0.018
34 O -4.98 -0.51 -0.95  -0.360
35 H -7.02 1.12 -0.16  0.402
36 H -5.81 2.08 0.71  0.348
37 H -6.19 0.29 1.25  0.184
38 H -4.78 1.33 -1.21  0.438
39 H -3.21 1.57 0.59  0.623
40 H -2.82 0.10 -0.23  -0.856
41 H -3.62 0.03 1.38  0.073
42 H -5.64 -0.59 -1.60  0.318
43 C 3.93 0.63 -1.91  -1.277
44 C 2.74 -0.14 -2.37  0.105
45 C 2.56 -1.55 -1.79  -0.546
46 O 1.62 0.46 -2.29  -0.261
47 H 4.14 1.59 -2.43  0.314
48 H 4.90 0.15 -2.14  0.451
49 H 3.86 0.83 -0.87  0.182
50 H 2.92 -0.24 -3.44  0.453
51 H 2.15 -1.40 -0.83  -0.341
52 H 3.50 -2.09 -1.53  0.408
53 H 1.90 -2.07 -2.46  0.317
54 H 1.85 1.28 -2.79  0.347
55 C -0.12 1.87 0.55  -0.086
56 C 1.00 1.32 1.34  0.761
57 C 0.39 0.53 2.47  -1.598
58 O 1.88 0.59 0.82  0.233
59 H -0.59 2.64 1.12  0.693
60 H -0.83 1.16 0.18  -0.872
61 H 0.31 2.39 -0.33  0.054
62 H 1.50 2.26 1.72  0.016
63 H 1.11 0.11 3.13  0.319
64 H -0.07 -0.38 2.07  0.209
65 H -0.29 1.09 3.09  0.429
66 H 1.75 0.59 -0.15  -0.266
67 C -2.71 -2.47 2.19  -0.413
68 C -4.10 -2.95 2.72  0.124
69 C -5.33 -2.18 2.24  -0.836
70 O -4.37 -4.09 2.31  -0.566
71 H -2.58 -1.45 2.38  0.303
72 H -2.55 -2.84 1.22  -0.332
73 H -1.82 -3.01 2.57  0.349
74 H -4.04 -2.93 3.86  0.313
75 H -5.36 -2.09 1.18  -0.015
76 H -5.27 -1.20 2.79  0.321
77 H -6.30 -2.66 2.38  0.405
78 H -4.31 -4.14 1.40  0.341
79 C -0.51 -1.96 -0.28  -0.006
80 C -1.15 -2.97 -1.16  0.028
81 C -2.48 -2.44 -1.71  -0.767
82 O -0.58 -3.25 -2.18  -0.387
83 H 0.31 -2.33 0.24  0.697
84 H -1.18 -1.41 0.36  -0.267
85 H -0.14 -1.20 -0.94  -0.328
86 H -1.30 -3.86 -0.53  0.169
87 H -3.10 -3.25 -2.28  0.424
88 H -2.34 -1.63 -2.33  0.300
89 H -3.01 -2.08 -0.84  -0.194
90 H -1.00 -3.96 -2.65  0.421

Values from the calculation:
Multiplicity: 1
SMILES: CC(C)O.CC(C)O.CC(C)O.CC(C)O.CC(C)O.CC(C)O.CC(C)O.CO

Stability comparison, relative energies in kcal/mol: i 0.0; ii 24.3

i | Density functional theory data (wB97M-V/def2-TZVPD) for 2 unconnected molecules or ions with the total composition C9H13NO2.

Last column: natural (NBO) charge in e.
Geometry (Å):
1 C -2.08 -2.34 2.80  -0.725
2 C -2.30 -1.12 1.98  0.691
3 O -2.74 -1.07 0.84  -0.598
4 N -2.00 0.14 2.63  -0.870
5 H -2.71 -3.06 2.44  0.242
6 H -2.12 -2.27 3.88  0.229
7 H -2.29 1.00 2.13  0.399
8 H -1.82 0.33 3.59  0.389
9 H -1.11 -2.83 2.51  0.247
10 C 0.58 -1.37 -3.04  -0.629
11 C 0.64 0.65 0.04  -0.250
12 C 1.50 1.68 -0.29  0.263
13 C 0.36 -0.38 -0.84  -0.195
14 C 0.91 -0.35 -2.12  -0.042
15 C 2.35 1.46 -1.40  -0.263
16 C 1.92 0.59 -2.36  -0.212
17 O 1.69 2.63 0.72  -0.679
18 H 0.02 0.68 0.93  0.226
19 H -0.42 -1.08 -0.62  0.220
20 H 3.26 2.08 -1.54  0.214
21 H 1.96 3.43 0.26  0.473
22 H 1.05 -1.16 -3.98  0.217
23 H -0.37 -1.91 -3.11  0.236
24 H 2.39 0.65 -3.33  0.207
25 H 1.30 -2.26 -2.70  0.211

Values from the calculation:
Multiplicity: 1
SMILES: Cc1ccc(O)cc1.CC(N)=O

ii | Density functional theory data (wB97M-V/def2-TZVPD) for C9H13NO2 in the gas phase.

Last column: natural (NBO) charge in e.
Geometry (Å):
1 C 2.27 -2.33 -0.32  -0.618
2 H 3.10 -1.74 -0.72  0.226
3 H 2.51 -2.63 0.69  0.214
4 C 0.99 -1.51 -0.32  -0.053
5 N -0.03 -2.22 0.44  -0.843
6 H -0.21 -3.12 0.01  0.360
7 H -0.89 -1.70 0.46  0.368
8 H 0.68 -1.31 -1.37  0.149
9 C 1.24 -0.13 0.36  0.071
10 C -0.05 0.66 0.39  -0.025
11 C -0.55 1.24 -0.77  -0.276
12 C -1.74 1.95 -0.75  0.311
13 C -2.45 2.08 0.44  -0.279
14 C -1.96 1.50 1.59  -0.177
15 C -0.76 0.80 1.58  -0.243
16 H -0.38 0.35 2.48  0.219
17 H -2.50 1.60 2.52  0.216
18 H -3.38 2.64 0.44  0.225
19 O -2.26 2.53 -1.87  -0.664
20 H -1.67 2.38 -2.62  0.478
21 H -0.02 1.14 -1.71  0.185
22 O 2.29 0.56 -0.26  -0.699
23 H 2.04 0.77 -1.16  0.459
24 H 1.58 -0.32 1.38  0.193
25 H 2.15 -3.22 -0.94  0.203

Values from the calculation:
Multiplicity: 1
SMILES: C[C@@H](N)[C@@H](O)c1cccc(O)c1

Stability comparison, relative energies in kcal/mol: i 20.4; ii 0.0

i | Density functional theory data (wB97M-V/def2-TZVPD) for 2 unconnected molecules or ions with the total composition C2H4ClOP.

Last column: natural (NBO) charge in e.
Geometry (Å):
1 C -0.07 -0.16 0.03  -0.680
2 C -1.56 -0.01 0.00  -0.651
3 O 3.29 -0.32 -0.13  -0.564
4 P 0.75 -1.59 0.03  0.687
5 Cl 2.87 1.22 0.02  0.288
6 H 0.53 0.76 0.06  0.240
7 H -1.92 0.28 0.99  0.234
8 H -2.04 -0.94 -0.28  0.218
9 H -1.85 0.77 -0.70  0.229

Values from the calculation:
Multiplicity: 1

ii | Density functional theory data (wB97M-V/def2-TZVPD) for 2 unconnected molecules or ions with the total composition C2H4ClOP.

Last column: natural (NBO) charge in e.
Geometry (Å):
1 C -0.60 -0.80 0.53  -0.034
2 C 1.23 1.25 -0.17  -0.388
3 O 0.21 -1.65 0.14  -0.527
4 P -1.96 -0.09 -0.33  0.374
5 Cl 2.16 -0.12 -0.36  0.131
6 H -0.79 -0.58 1.68  0.123
7 H 1.03 1.64 0.81  0.188
8 H 0.41 1.29 -0.86  0.179
9 H -1.70 -0.95 -1.44  -0.045

Values from the calculation:
Multiplicity: 1

Stability comparison, relative energies in kcal/mol: i 8.5; ii 0.0

i | Density functional theory data (wB97M-V/def2-TZVPD) for 6 unconnected molecules or ions with the total composition CH14O5.

Last column: natural (NBO) charge in e.
Geometry (Å):
1 C -2.69 0.16 1.99  -0.857
2 H -2.32 -0.82 1.72  0.209
3 H -2.25 0.89 1.31  0.223
4 H -3.77 0.20 1.91  0.212
5 H -2.45 0.45 3.01  0.212
6 H 1.49 -1.95 -0.86  0.500
7 H 1.32 -3.44 -1.30  0.478
8 O 1.34 -2.53 -1.62  -0.995
9 H 1.58 1.86 1.44  0.483
10 H 0.07 1.85 1.33  0.501
11 O 0.82 1.27 1.53  -0.944
12 H 0.30 -0.77 -2.48  0.500
13 H -0.72 -0.95 -1.35  0.488
14 O -0.30 -0.28 -1.90  -0.977
15 H -0.60 1.48 -1.23  0.504
16 H -1.30 2.84 -1.27  0.471
17 O -1.10 2.10 -0.68  -0.983
18 H 1.01 -0.15 0.90  0.501
19 H 2.24 -0.24 -0.01  0.457
20 O 1.79 -0.71 0.70  -0.980

Values from the calculation:
Multiplicity: 1
SMILES: C.O.O.O.O.O

ii | Density functional theory data (wB97M-V/def2-TZVPD) for 6 unconnected molecules or ions with the total composition CH14O5.

Last column: natural (NBO) charge in e.
Geometry (Å):
1 C 1.72 -0.78 2.01  -0.864
2 H 2.44 -0.01 2.25  0.220
3 H 1.22 -1.14 2.95  0.209
4 H 2.26 -1.75 1.58  0.215
5 H 0.81 -0.43 1.35  0.216
6 H -1.97 0.89 -0.79  0.514
7 H -2.20 0.54 -2.26  0.489
8 O -1.88 0.20 -1.44  -0.972
9 H 2.57 2.50 -0.42  0.475
10 H 1.68 1.44 -0.91  0.500
11 O 1.66 2.21 -0.26  -0.976
12 H -2.36 -1.68 -1.02  0.487
13 H -2.73 -2.97 -1.77  0.460
14 O -3.01 -2.42 -1.00  -0.956
15 H 1.02 -1.36 -1.42  0.485
16 H -0.02 -0.07 -1.34  0.511
17 O 0.97 -0.39 -1.47  -1.013
18 H -0.06 1.86 0.83  0.506
19 H -1.08 1.39 2.03  0.477
20 O -1.04 1.95 1.09  -0.984

Values from the calculation:
Multiplicity: 1
SMILES: C.O.O.O.O.O

Stability comparison, relative energies in kcal/mol: i 0.0; ii 13.3